(1)
{
  "formula": "C42H50Cl3N7O2RbS2Sb",
  "method": "ωB97M-V/def2-TZVPD",
  "mol_weight_g_mol": 1062.63,
  "energy_ha": -4605.468563,
  "orbital_gap_ev": 5.685,
  "charge": -2,
  "max_force_ev_per_a": 3.65,
  "de_lowest_kj_mol": 69.44,
  "symbols": ["Cl", "H", "H", "H", "H", "C", "C", "C", "C", "H", "C", "H", "Cl", "C", "H", "H", "C", "N", "H", "H", "C", "C", "H", "H", "H", "H", "H", "H", "N", "H", "C", "H", "C", "C", "C", "H", "C", "C", "N", "H", "N", "H", "H", "H", "S", "C", "C", "H", "H", "H", "C", "O", "H", "H", "H", "S", "H", "N", "H", "H", "H", "H", "H", "H", "H", "C", "C", "C", "H", "H", "C", "H", "C", "H", "C", "C", "C", "N", "C", "H", "C", "C", "C", "H", "H", "H", "C", "H", "C", "H", "N", "C", "C", "C", "C", "C", "H", "O", "C", "C", "Cl", "C", "H", "C", "C", "Sb", "H", "Rb"],
  "coordinates": [[-3.612, -4.431, 1.657], [1.858, 3.176, 0.619], [-2.318, -1.092, 5.542], [4.306, -2.678, -5.918], [4.345, -0.754, 5.532], [0.694, 3.731, 3.089], [-0.263, -0.382, -6.379], [4.351, -3.036, -4.829], [3.831, -0.522, 4.582], [3.332, -3.432, -4.686], [-1.272, 3.024, 1.718], [2.228, 2.460, -2.320], [-2.481, -6.119, -0.424], [-1.996, -1.559, 2.790], [-2.459, 1.085, -5.496], [0.841, -0.327, -6.629], [2.602, 0.060, 4.578], [-1.706, 3.073, 0.434], [-4.426, -1.927, 2.132], [0.923, 4.701, 0.271], [0.883, 3.647, 0.549], [-2.044, 3.061, 2.844], [1.857, -2.691, 1.559], [1.893, 1.634, -5.992], [2.325, -4.440, 4.134], [0.424, -1.608, -4.729], [-0.708, 0.569, -6.592], [0.334, 3.751, 5.282], [3.599, -1.165, -0.138], [-3.081, 2.797, -5.341], [1.974, 0.326, 3.362], [-2.087, 3.392, 4.959], [-4.862, -0.484, 0.496], [-2.958, 0.937, 0.217], [-2.480, 1.965, -4.862], [-1.334, 0.162, 4.794], [-4.151, -1.049, 1.538], [-3.563, 2.891, 2.690], [-0.732, -1.379, 2.745], [1.485, -4.431, 1.867], [4.347, -1.449, -1.263], [5.486, -0.994, 3.262], [-2.102, -2.242, -5.187], [-1.632, 4.449, -4.400], [4.674, -1.608, -3.744], [0.119, 3.376, 1.837], [4.435, -0.716, 3.398], [0.185, 3.175, -0.134], [-0.496, 2.466, -5.592], [0.011, 4.164, -3.817], [1.986, 1.096, -3.938], [-3.079, 2.675, -1.347], [5.437, -1.005, 0.830], [-4.175, 3.013, 3.570], [-4.783, 1.125, -0.960], [2.094, -2.406, -2.392], [-0.616, -1.153, -7.048], [-2.179, 0.242, 1.082], [-1.893, -1.511, -3.499], [1.943, -3.839, 6.573], [1.571, 3.017, -4.929], [-1.358, 3.685, -2.895], [3.703, 1.749, -2.721], [0.972, 0.795, 3.381], [-3.831, 1.826, 2.368], [-0.969, 3.751, -3.905], [-0.400, -0.883, -4.960], [4.314, -0.981, 0.929], [1.714, 4.062, 3.177], [-5.866, -0.653, 0.204], [-1.023, 2.452, -4.634], [2.435, 0.109, -4.338], [0.833, -3.092, 3.441], [0.239, -3.317, 1.389], [-2.526, -3.570, -0.550], [-1.332, -0.656, 5.492], [-3.392, -4.621, -0.051], [2.553, -0.066, 2.262], [-1.396, 3.271, 4.101], [2.533, 0.887, -1.759], [-2.786, -0.739, 1.749], [1.572, -3.671, 4.450], [-1.793, -1.395, -4.610], [3.222, 2.403, -5.180], [5.175, -3.722, -4.714], [-1.056, -0.259, 6.522], [1.309, -3.418, 5.779], [1.971, 0.204, 5.457], [-2.543, 2.278, -0.275], [0.133, -2.254, 7.142], [-1.729, -2.857, -0.980], [3.636, -1.764, -2.292], [0.350, -2.486, 6.092], [-0.057, 3.509, 4.256], [1.127, -3.410, 1.987], [-0.023, -2.046, 3.785], [-3.064, 1.633, -3.953], [-2.711, -2.231, 3.571], [3.759, -0.581, 2.242], [-0.319, -1.741, 5.132], [-4.919, -4.502, -1.032], [2.647, 1.512, -2.660], [-3.913, 3.599, 1.972], [2.160, 2.121, -5.051], [-4.268, 0.574, -0.154], [-0.089, 0.766, -3.521], [-2.479, -0.574, -4.825], [0.605, -0.512, 0.234]],
  "mulliken_charge": [0.01, 0.39, 0.38, 0.25, 0.33, -0.77, -1.21, -0.78, -0.76, 0.26, 0.53, 0.50, -0.14, -0.93, 0.42, 0.17, -0.68, -0.49, 0.65, 0.40, -1.38, 1.05, 0.00, 0.29, 0.28, 0.19, 0.20, 0.25, 0.94, 0.43, -0.03, 0.27, -1.35, 0.76, -1.62, 0.19, -0.34, -1.45, 1.37, 0.50, -1.10, 0.38, 0.48, 0.44, -0.13, 0.92, -0.49, 0.22, 0.51, 0.32, 1.07, -0.84, 0.19, 0.47, 0.39, -0.39, 0.53, 1.45, 0.08, 0.30, 0.20, 0.09, 0.42, 0.33, 0.14, -1.41, 0.22, -1.57, 0.35, 0.45, 0.34, -0.17, 0.88, -0.01, -0.36, -1.71, 0.85, 0.45, -0.62, 0.03, 0.51, -0.57, -1.12, 0.41, 0.29, 0.46, -0.91, 0.42, -0.79, 0.32, -0.24, 0.29, -0.72, -0.77, -1.17, -0.16, 0.14, -0.85, 0.88, 0.85, -0.14, -1.56, 0.34, -1.34, -0.49, 0.49, 0.19, 0.45]
}

=====

(2)
{
  "formula": "C42H50HfN6P2S3",
  "method": "ωB97M-V/def2-TZVPD",
  "mol_weight_g_mol": 975.54,
  "energy_ha": -3883.813936,
  "orbital_gap_ev": 7.108,
  "charge": 2,
  "max_force_ev_per_a": 0.54,
  "de_lowest_kj_mol": 254.16,
  "symbols": ["H", "H", "N", "P", "H", "N", "H", "H", "C", "H", "C", "H", "Hf", "H", "P", "H", "H", "C", "H", "H", "N", "H", "C", "H", "S", "H", "C", "H", "C", "C", "C", "C", "S", "H", "N", "H", "C", "C", "H", "C", "H", "C", "H", "N", "C", "C", "H", "C", "C", "H", "H", "H", "C", "H", "H", "H", "C", "H", "C", "C", "C", "C", "H", "N", "S", "C", "H", "C", "H", "H", "C", "C", "H", "H", "C", "C", "H", "H", "H", "H", "C", "H", "C", "H", "H", "H", "C", "C", "H", "C", "C", "C", "C", "C", "H", "H", "C", "C", "H", "C", "C", "H", "H", "H"],
  "coordinates": [[0.644, -1.553, -2.477], [2.634, 1.423, -4.281], [0.066, -1.845, -1.689], [-0.550, 1.521, 1.907], [0.360, -2.960, 1.344], [-2.371, 0.530, -4.053], [1.642, -4.790, -2.006], [0.516, 1.500, 4.131], [-2.518, 1.410, 3.887], [1.450, 5.332, -1.339], [0.472, 0.836, 3.267], [2.048, 2.953, 2.086], [0.464, -0.279, 0.082], [-4.036, 1.281, 5.394], [2.604, 0.463, -1.492], [-2.958, -0.863, 2.619], [-3.080, 1.746, 0.560], [-3.867, -2.097, -1.385], [-5.434, 1.688, 1.369], [0.868, 7.021, 1.549], [2.022, 0.582, 1.296], [-2.578, -4.389, -0.647], [0.609, 5.971, 1.589], [0.462, 1.150, -3.422], [-1.965, -1.551, 0.525], [-0.878, -1.604, -1.994], [1.585, -3.837, -1.479], [2.622, 5.330, 1.960], [-3.488, -4.654, -0.112], [4.052, 0.758, 2.271], [4.028, -1.382, -2.960], [-4.615, 1.599, 2.071], [-1.661, -4.379, 2.106], [-5.901, 1.434, 3.782], [-1.511, 2.830, -3.609], [2.247, -3.159, -2.029], [3.394, 0.670, 1.077], [3.710, -0.065, -5.386], [4.855, -1.669, -6.226], [-1.046, 4.228, 1.500], [-3.831, -2.150, 1.754], [2.122, -4.072, -0.066], [-2.797, -0.202, -1.268], [1.072, -2.227, 1.271], [4.587, -1.911, -4.112], [-0.133, 4.171, -2.065], [-4.027, -4.751, 2.010], [-1.282, 2.012, -1.227], [-0.709, 5.571, 1.423], [3.079, -4.590, -0.155], [-4.000, -0.425, 0.007], [4.667, -0.109, -0.495], [-3.260, -0.937, -0.605], [4.510, 1.633, -0.515], [2.991, 3.431, -0.951], [-3.121, -2.613, -1.991], [-2.250, 1.531, 2.525], [-1.256, -2.468, 3.400], [-2.174, -2.860, 2.953], [1.267, 3.674, 1.891], [0.408, 1.695, -2.474], [2.360, -2.852, 0.807], [1.226, -1.878, 2.217], [-0.400, 1.024, -1.433], [-4.727, -3.336, -0.368], [-2.854, -1.808, 2.090], [-1.483, 6.307, 1.251], [3.964, 0.708, -0.315], [-3.909, -5.534, -0.598], [2.947, -3.145, 1.677], [1.761, 2.000, -1.887], [1.594, 5.021, 1.819], [-3.073, -6.094, 1.428], [-2.839, -3.114, 3.779], [-2.051, 1.626, -3.883], [2.055, 3.229, -1.461], [2.940, -2.092, 0.274], [-0.002, -0.096, 3.595], [-2.140, 3.618, -3.692], [3.230, 0.843, 4.360], [0.147, -3.334, -1.599], [-1.711, 1.350, 4.606], [-3.831, 1.372, 4.335], [5.159, -2.828, -4.063], [-0.819, 5.008, -2.126], [-0.302, -3.755, -2.500], [-3.197, -5.014, 1.353], [-0.652, 2.822, -2.417], [-4.615, -1.699, -2.073], [3.063, 0.743, 3.299], [3.309, -0.185, -3.018], [1.114, 4.345, -1.627], [3.156, 0.475, -4.234], [4.420, -1.255, -5.327], [3.596, 0.452, -6.330], [-0.463, -3.648, -0.750], [-3.305, 1.630, 1.615], [1.847, 0.653, 2.683], [-2.080, 3.934, 1.386], [-0.063, 3.269, 1.747], [-4.879, 1.462, 3.429], [4.173, -1.891, -2.012], [5.119, 0.847, 2.401], [1.459, -4.761, 0.470]],
  "mulliken_charge": [0.34, 0.39, -0.67, 1.92, -0.42, -0.53, 0.43, 0.79, -0.79, 0.51, -1.15, 0.25, 0.72, 0.49, 0.81, -0.54, 0.72, -0.68, 0.51, 0.43, 0.82, -0.38, -0.68, 0.30, 0.62, 0.14, -0.43, 0.50, 0.03, -1.43, -0.47, -1.09, -0.04, 0.44, -0.46, -0.07, 0.23, -0.91, 0.42, -0.60, 0.74, -0.99, -0.67, -0.50, -0.79, -0.94, 0.43, -1.86, -0.75, 0.60, 0.57, 0.85, -0.01, 0.71, 0.39, 0.21, 0.13, 0.11, -0.93, -0.62, -1.27, -0.17, 0.38, 1.70, -0.16, 0.19, 0.49, -1.28, 0.53, 0.55, -0.69, -0.78, 0.51, 0.76, 0.41, -0.60, -0.12, 0.47, 0.38, 0.64, -0.31, 0.41, -0.86, 0.46, 0.37, 0.83, -0.79, 2.67, 0.60, -0.93, 0.73, -0.92, -0.56, -0.58, 0.45, -0.24, 0.14, -0.29, 0.39, 0.93, -0.89, 0.37, 0.59, 0.32]
}